# C45H95F2N6O9Rb2S2

A molecular structure, C45H95F2N6O9Rb2S2 in a non-equilibrium geometry (ωB97M-V/def2-TZVPD, OMol25).

Positions of all 161 atoms, in Å:
Rb -19.361486 7.924439 -6.568697
Rb -16.909322 11.249837 -7.699285
N -19.645256 10.567841 -7.600924
S -20.047649 10.701036 -9.201170
O -19.205777 11.665819 -9.846720
O -21.408733 10.510270 -9.607811
F -19.403094 9.295054 -9.617316
S -20.812564 11.408296 -7.037153
O -21.870111 10.553223 -6.557731
O -21.137029 12.697266 -7.589733
F -19.990866 11.873687 -5.728033
C -26.036083 9.666408 -12.059294
C -25.025366 9.080990 -13.026585
C -25.270059 9.769415 -14.383862
C -24.138608 9.518589 -15.358455
C -22.778385 9.844450 -14.765194
C -22.499215 9.182400 -13.410912
N -23.694737 9.430183 -12.552153
O -23.424298 9.116176 -11.208873
C -22.186708 7.688485 -13.684268
C -21.281491 9.838982 -12.837712
C -25.267614 7.535088 -13.145662
H -25.905028 10.722437 -11.811417
H -26.112373 9.135775 -11.106369
H -27.042223 9.626457 -12.488424
H -26.168946 9.328248 -14.819900
H -25.415124 10.841345 -14.248357
H -24.242255 10.217729 -16.195774
H -24.135029 8.522913 -15.806851
H -22.654831 10.931661 -14.745265
H -21.987534 9.493045 -15.437025
H -22.954742 7.222435 -14.294837
H -21.195105 7.560126 -14.115374
H -22.192284 7.146267 -12.732802
H -20.422788 9.895947 -13.511279
H -21.391979 10.925947 -12.715760
H -21.059918 9.413204 -11.859213
H -24.563547 7.009831 -12.503938
H -25.230566 7.195810 -14.179175
H -26.272935 7.299681 -12.789446
H -23.227235 9.972226 -10.808375
C -21.112369 17.289266 -7.814855
C -21.771574 17.184828 -9.193159
C -20.943823 18.061597 -10.143580
C -21.264763 17.849972 -11.621110
C -20.948375 16.378127 -11.971433
C -21.726397 15.438465 -11.025916
N -21.552450 15.798655 -9.636217
O -22.250662 14.886713 -8.805584
C -23.172876 15.318284 -11.570244
C -21.103648 14.050298 -11.265560
C -23.221165 17.673457 -9.142602
H -21.282097 18.301296 -7.435838
H -20.049793 17.070514 -7.916916
H -21.535947 16.645284 -7.046324
H -21.055098 19.115168 -9.860183
H -19.863614 17.957228 -9.982782
H -20.740152 18.563532 -12.255386
H -22.331646 18.039244 -11.757586
H -19.877263 16.188068 -11.832024
H -21.091248 16.183714 -13.033431
H -23.735304 16.211555 -11.296333
H -23.176580 15.181346 -12.648149
H -23.708608 14.494287 -11.095275
H -20.065139 13.938803 -10.944840
H -21.649775 13.256475 -10.747509
H -21.106225 13.723648 -12.309435
H -23.821553 16.939424 -8.594626
H -23.717501 17.810253 -10.098276
H -23.264350 18.560101 -8.508234
H -21.587955 14.570707 -8.181096
C -20.819630 4.923061 -8.835736
C -22.282377 5.366171 -8.639529
C -22.997932 4.174230 -7.968144
C -24.326140 4.443906 -7.308817
C -24.194512 5.613902 -6.330879
C -23.562058 6.871366 -7.019192
N -22.331636 6.566821 -7.769401
O -21.791395 7.706356 -8.403838
C -24.651122 7.473759 -7.899527
C -23.316942 7.817139 -5.837880
C -22.912940 5.630680 -10.005497
H -20.834378 3.896083 -9.198459
H -20.231973 5.062040 -7.927201
H -20.311958 5.495590 -9.618109
H -23.130026 3.427337 -8.754825
H -22.286722 3.747185 -7.255603
H -24.706549 3.597971 -6.728660
H -25.131234 4.586295 -8.034560
H -23.555612 5.311163 -5.498160
H -25.176641 5.855388 -5.928858
H -25.457290 7.968915 -7.353985
H -24.306482 8.263733 -8.576412
H -25.129668 6.731533 -8.536924
H -24.112549 7.790890 -5.096174
H -22.397133 7.525936 -5.312577
H -23.157827 8.856317 -6.120736
H -22.809592 4.734963 -10.625454
H -22.595891 6.529633 -10.530277
H -24.002453 5.669599 -9.934715
H -22.342889 7.844379 -9.197496
C -13.905900 12.827148 -9.721296
C -14.480383 14.239112 -9.477670
C -14.972908 14.799936 -10.837060
C -16.044267 15.898249 -10.736235
C -17.149899 15.465304 -9.786855
C -16.688262 15.033066 -8.381940
N -15.551807 14.094289 -8.477306
O -15.133811 13.579423 -7.253286
C -16.225353 16.306079 -7.661449
C -17.890123 14.453097 -7.664505
C -13.318781 15.165531 -9.026216
H -14.712118 12.170194 -10.055797
H -13.243505 12.874744 -10.587407
H -13.384305 12.501822 -8.824441
H -14.095916 15.312862 -11.241557
H -15.189838 14.024563 -11.574786
H -15.483276 16.758211 -10.373608
H -16.462182 16.048987 -11.729100
H -17.793852 14.701833 -10.231849
H -17.797506 16.345952 -9.714888
H -17.014495 17.012815 -7.400352
H -15.531492 16.877812 -8.281991
H -15.621712 16.167008 -6.755911
H -18.640487 15.240502 -7.614938
H -17.747611 14.166086 -6.615989
H -18.242208 13.542341 -8.144798
H -13.062005 14.944124 -7.984742
H -12.456110 14.954082 -9.650735
H -13.629159 16.207773 -9.036546
H -14.710284 14.317877 -6.776234
C -23.902805 14.215035 -1.383908
C -22.713770 14.996309 -1.981206
C -21.774837 14.019971 -2.741047
C -22.362717 13.542093 -4.073766
C -22.833636 14.711278 -4.950137
C -23.725518 15.703657 -4.203537
N -23.123538 16.036789 -2.908428
O -23.849602 17.071181 -2.260089
C -23.771657 16.967314 -5.052175
C -25.162794 15.145907 -4.167657
C -21.865313 15.601407 -0.873951
H -23.549440 13.705718 -0.489771
H -24.294750 13.506266 -2.113272
H -24.723525 14.898347 -1.166370
H -20.785059 14.448729 -2.909157
H -21.579338 13.170163 -2.080234
H -23.110779 12.755584 -3.938381
H -21.592456 12.984224 -4.610021
H -23.388437 14.275541 -5.783313
H -21.933708 15.176529 -5.359393
H -24.443994 17.724674 -4.639682
H -22.803268 17.480193 -5.001899
H -24.036959 16.746537 -6.083043
H -25.195314 14.075380 -3.958405
H -25.694752 15.593348 -3.322036
H -25.724607 15.400629 -5.063025
H -22.229997 16.560960 -0.509428
H -20.833372 15.787824 -1.191639
H -21.701281 14.929990 -0.028023
H -23.380293 17.853634 -2.567789

Cartesian forces, eV/Å:
Rb -0.838 -0.424 -0.176
Rb 0.633 0.624 -0.210
N -0.094 -0.014 -3.321
S 1.121 -1.652 -2.684
O -0.336 -0.362 0.544
O 0.933 0.704 1.085
F 0.386 0.064 0.231
S -3.105 2.211 5.111
O 0.979 0.991 -0.410
O 0.535 -1.519 -0.438
F -0.024 -0.506 0.091
C -1.019 0.158 0.705
C -0.410 -0.485 0.281
C 0.445 -0.778 -0.037
C 0.514 0.702 -0.672
C 0.223 -0.155 -0.267
C -0.787 -0.234 -0.995
N 1.419 1.313 -1.196
O -0.257 -0.687 0.354
C -0.328 0.042 0.983
C 0.476 1.307 0.710
C -0.430 0.686 0.285
H 0.501 -0.018 -0.210
H 0.267 -0.120 -0.097
H 0.090 -0.218 -0.169
H -0.230 0.234 0.211
H -0.004 0.006 0.110
H -0.234 -0.251 -0.126
H -0.205 -0.108 0.258
H -0.093 -0.010 0.475
H -0.080 0.010 -0.080
H 0.156 -0.001 -0.240
H -0.068 0.084 -0.206
H 0.092 -0.003 -0.006
H 0.024 -1.061 -0.062
H -0.717 -0.122 0.429
H 0.460 -0.025 -0.202
H 0.025 -0.170 -0.145
H 0.335 -0.145 0.032
H 0.009 0.002 0.001
H -0.070 -0.074 -0.029
C -0.461 0.431 0.177
C 0.642 -0.091 -0.358
C 0.426 0.951 -0.174
C -0.075 -0.581 0.295
C 0.439 1.239 0.865
C 0.010 -1.548 -2.266
N 0.579 0.256 0.110
O -0.418 0.262 -0.158
C -0.274 0.450 1.136
C 0.095 -0.996 0.364
C -0.267 -0.703 0.977
H 0.391 0.048 -0.032
H 0.057 0.127 0.094
H -0.161 -0.250 -0.220
H -0.546 -0.038 -0.040
H -0.039 -0.668 0.009
H 0.149 -0.057 0.011
H -0.024 -0.019 -0.219
H 0.051 0.195 0.258
H -0.578 -0.298 0.101
H -0.092 0.005 -0.389
H 0.027 0.009 -0.026
H 0.137 -0.101 -0.048
H 0.024 0.442 0.186
H -0.102 0.193 0.183
H -0.206 0.493 -0.159
H 0.067 -0.124 -0.112
H 0.227 0.331 -0.048
H -0.058 0.284 -0.406
H -0.047 -0.098 -0.216
C -0.118 0.692 -0.635
C -0.088 0.420 -0.148
C 0.303 -0.258 -0.126
C -0.512 0.211 0.671
C 0.790 -0.332 -1.266
C -1.752 0.241 0.826
N 0.587 -1.043 1.509
O -0.296 -0.264 -0.197
C -0.513 0.569 -0.879
C 1.188 0.560 -0.114
C -1.085 -0.764 -0.176
H 0.261 -0.122 0.308
H -0.145 -0.452 0.185
H -0.159 0.156 0.007
H 0.138 -0.071 0.035
H -0.152 -0.021 0.193
H 0.427 -0.273 -0.131
H 0.190 0.387 -0.145
H 0.047 -0.041 0.040
H 0.083 0.351 0.024
H 0.149 -0.229 0.400
H 0.293 -0.094 0.072
H 0.009 -0.066 0.043
H -0.193 -0.138 -0.196
H -0.061 -0.203 0.041
H -0.188 -0.101 -0.200
H 0.608 0.259 -0.221
H 0.276 -0.137 -0.101
H -0.001 0.353 0.240
H 0.217 0.441 0.069
C -0.228 0.812 -0.428
C 0.638 -0.052 -0.200
C 0.269 0.439 -0.028
C 0.667 -1.670 0.332
C -0.247 0.482 -0.300
C 0.773 1.243 0.335
N -1.740 -0.784 -1.807
O 0.343 0.483 0.457
C 0.787 0.873 0.246
C 0.152 -0.420 0.756
C -0.791 -0.584 0.842
H -0.057 -0.180 0.406
H 0.355 -0.025 0.264
H 0.025 -0.407 -0.145
H 0.097 -0.287 -0.185
H -0.451 -0.185 0.323
H -0.577 0.452 -0.130
H 0.069 0.453 0.029
H 0.254 -0.226 -0.074
H -0.216 -0.207 0.541
H -0.230 -0.277 -0.004
H -0.186 -0.053 -0.231
H -0.383 -0.421 0.163
H -0.366 -0.319 -0.355
H 0.518 0.236 0.013
H -0.521 0.316 -0.503
H 0.269 -0.047 -0.091
H 0.109 0.332 -0.001
H 0.248 0.099 -0.322
H -0.049 -0.299 0.107
C 0.167 0.295 -0.386
C 0.303 -0.639 0.075
C -0.593 -0.275 -0.223
C 0.425 -0.367 0.045
C 0.359 -1.021 0.529
C -0.528 -0.120 -0.740
N 0.983 0.312 -0.824
O -0.206 -0.341 -0.061
C 0.444 1.010 0.614
C -0.168 0.053 1.240
C 0.865 0.552 0.475
H -0.339 -0.150 0.050
H 0.094 -0.186 0.169
H 0.100 0.016 0.352
H -0.157 0.442 -0.096
H -0.169 -0.067 0.027
H -0.427 0.401 0.211
H 0.083 0.256 -0.003
H -0.060 0.306 -0.153
H -0.074 0.328 0.071
H -0.420 -0.327 -0.162
H 0.159 -0.313 -0.338
H -0.002 0.013 -0.033
H 0.032 -0.046 -0.387
H -0.019 0.186 -0.148
H 0.115 -0.212 -0.157
H -0.294 -0.200 0.106
H -0.179 0.155 -0.442
H -0.530 -0.103 0.002
H -0.068 0.096 0.233

Its HOMO-LUMO gap is 0.220 hartree. For the highest occupied orbital energy, the calculation gives -0.3507 Eh. Its energy relative to the best compared isomer or geometry (same formula, charge and spin) is 18.4 kcal per mole. The total charge is +1.

These are the Löwdin partial charges, in e, on atoms 1 to 6: 0.90 0.95 -0.51 0.49 -0.28 -0.23